--- P ---
20
Properties=species:S:1:pos:R:3 method="wB97M-V/def2-TZVPD" lumo_ha=-0.12599 smiles="CC1=C(C2([NH3+])CC2)C1" total_charge=+1 gap_ev=9.10
C 0.194 -1.973 -2.206
C 0.673 -1.106 -1.097
C 0.434 -0.123 -0.253
C -0.371 0.653 0.583
N 0.595 1.637 1.236
C -1.625 0.263 1.298
C -1.710 1.282 0.139
C 1.740 -0.819 -0.126
H -0.762 -2.147 -2.054
H 0.784 -2.877 -2.177
H 0.496 -1.383 -3.075
H 0.659 2.556 0.822
H 1.508 1.266 1.287
H 0.401 1.744 2.268
H -1.661 0.579 2.376
H -2.015 -0.782 1.176
H -2.106 0.952 -0.816
H -1.899 2.285 0.326
H 2.722 -0.452 -0.362
H 1.943 -1.555 0.656



--- Q ---
20
Properties=species:S:1:pos:R:3 method="wB97M-V/def2-TZVPD" lumo_ha=-0.15210 smiles="C=CC[C@H]1C(C)=[N+]1C" total_charge=+1 gap_ev=9.17
C -3.730 -0.097 -0.142
C -2.491 0.288 -0.005
C -1.138 -0.329 0.367
C 0.055 -0.082 -0.606
C 1.239 0.704 -0.175
C 1.853 1.973 0.060
N 1.377 -0.559 -0.147
C 2.204 -1.732 -0.011
H -4.594 0.497 -0.626
H -4.105 -1.156 -0.052
H -2.351 1.446 -0.105
H -1.413 -1.353 0.535
H -0.849 0.051 1.275
H -0.264 -0.003 -1.636
H 1.142 2.833 0.326
H 2.921 1.970 0.466
H 2.083 2.334 -0.950
H 3.182 -1.374 0.495
H 1.741 -2.376 0.603
H 2.417 -2.234 -0.890



Short version: P, Q, most stable first.



--- P ---
20
Properties=species:S:1:pos:R:3 method="wB97M-V/def2-TZVPD" lumo_ha="-0.09830 / -0.28624" multiplicity=2 total_charge=+1 gap_ev="13.27 / 8.10"
C -1.163 0.199 -0.076
N 0.203 0.566 -0.223
C 1.025 -0.312 -1.201
C 0.494 -0.217 -2.606
C 0.886 0.407 1.056
C -0.308 0.265 2.038
C -1.259 -0.632 1.290
H -1.870 1.002 -0.151
H -1.555 -0.467 -0.816
H 1.009 -1.381 -0.799
H 2.063 0.131 -1.217
H 1.173 -0.880 -3.217
H 0.531 0.815 -2.937
H -0.479 -0.713 -2.700
H 1.572 1.228 1.311
H 1.679 -0.401 1.107
H -0.975 1.159 2.232
H 0.113 -0.270 2.865
H -2.103 -0.971 1.718
H -0.629 -1.468 1.155



--- Q ---
20
Properties=species:S:1:pos:R:3 method="wB97M-V/def2-TZVPD" lumo_ha="-0.25789 / -0.25688" multiplicity=2 total_charge=+1 gap_ev="6.85 / 6.51"
C 1.284 1.362 -0.956
C 0.714 0.100 -1.745
C 0.565 -1.201 -0.952
N -1.800 -0.005 1.789
C -0.915 0.215 0.747
C -0.579 -1.164 0.132
C 0.629 0.693 1.056
H -0.396 -1.910 0.932
H 2.342 1.339 -1.063
H 0.903 2.252 -1.482
H -0.455 0.398 -2.101
H 1.332 -0.387 -2.605
H 1.505 -1.749 -0.591
H 0.077 -1.920 -1.623
H -2.583 0.549 2.066
H -1.215 0.991 0.019
H -1.549 -1.506 -0.368
H 1.110 -0.195 1.399
H 0.591 1.361 1.924
H 1.035 0.774 0.283



Short version: P, Q, most stable first.



--- P ---
7
Properties=species:S:1:pos:R:3 method="wB97M-V/def2-TZVPD" lumo_ha="-0.07261 / -0.06001" gap_ev="8.95 / 8.85"
C -0.151 0.483 0.360
N 0.345 -0.831 -0.161
O 0.189 -1.765 0.582
O 0.773 -0.847 -1.276
F -0.426 0.383 1.627
Cl 0.823 1.790 -0.101
H -1.553 0.786 -1.031



--- Q ---
7
Properties=species:S:1:pos:R:3 method="wB97M-V/def2-TZVPD" lumo_ha=-0.03480 smiles="O=C=NF.OCl" gap_ev=9.83
O -1.850 1.017 0.692
C -0.707 0.946 0.543
N 0.449 0.848 0.298
F 1.487 0.737 1.195
O 0.736 -1.447 -1.119
Cl -0.994 -1.508 -0.865
H 0.880 -0.593 -0.742



Short version: Q, P, most stable first.



--- P ---
11
Properties=species:S:1:pos:R:3 method="wB97M-V/def2-TZVPD" lumo_ha=0.02099 gap_ev=9.31
C 2.006 0.198 -0.647
C 1.566 -0.138 0.561
N -1.493 -0.643 -0.342
S -2.225 0.582 0.207
H 2.770 1.007 -0.952
H 1.508 -0.334 -1.516
H -1.872 0.441 1.492
H 0.700 -0.890 0.575
H 1.881 0.254 1.494
H -1.292 -0.576 -1.346
H -3.549 0.098 0.474



--- Q ---
11
Properties=species:S:1:pos:R:3 method="wB97M-V/def2-TZVPD" lumo_ha=0.03641 smiles=NCCS gap_ev=10.08
N 0.277 -1.156 1.323
C -0.548 -0.328 0.428
C 0.324 0.458 -0.526
S -0.742 1.735 -1.285
H -0.102 -2.087 1.426
H 1.223 -1.263 0.984
H -1.116 0.327 1.095
H -1.301 -0.865 -0.143
H 1.095 0.923 0.016
H 0.727 -0.160 -1.320
H 0.163 2.416 -1.999



--- R ---
11
Properties=species:S:1:pos:R:3 method="wB97M-V/def2-TZVPD" lumo_ha=0.03247 smiles="C=CN.S" gap_ev=8.98
C -2.208 -0.462 1.395
C -1.786 -1.230 0.385
N -2.268 -1.251 -0.905
H -1.939 -0.655 2.419
H -2.799 0.416 1.150
H -1.165 -2.072 0.677
H -2.666 -0.449 -1.345
H -1.936 -1.982 -1.497
S 2.852 1.248 -0.305
H 1.985 1.781 0.593
H 2.070 1.732 -1.260



Short version: Q, R, P, most stable first.



--- P ---
22
Properties=species:S:1:pos:R:3 method="wB97M-V/def2-TZVPD" lumo_ha=-0.17006 total_charge=+1 gap_ev=9.00
C 1.839 1.812 1.329
C 0.939 1.038 1.556
C -0.856 -0.796 0.007
C 0.136 1.135 -2.093
C -0.003 0.139 2.139
C -0.803 -0.774 1.550
C -1.686 -1.845 1.973
C 1.376 -0.931 -1.954
N 0.457 0.077 -1.483
N -0.730 2.037 -1.552
O -1.583 -1.378 -0.662
H 2.713 2.369 1.182
H 0.545 1.247 -3.039
H 0.151 0.325 3.158
H -2.727 -1.619 1.747
H -1.703 -1.754 3.054
H -1.383 -2.785 1.704
H 1.377 -1.128 -2.966
H 2.284 -0.392 -1.643
H 1.117 -1.867 -1.423
H -0.787 2.135 -0.556
H -0.671 2.956 -2.028



--- Q ---
22
Properties=species:S:1:pos:R:3 method="wB97M-V/def2-TZVPD" lumo_ha=-0.17586 smiles="N/C=C/CO/C=C1/C=CC=[NH+]1" total_charge=+1 gap_ev=7.84
N -2.122 0.757 1.448
C -1.661 -0.520 1.197
C -0.381 -0.953 1.581
C -0.010 -2.347 1.072
O 0.592 -2.357 -0.286
C 0.847 -1.481 -1.210
C 0.878 -0.051 -1.449
C 1.573 0.558 -2.558
C 1.672 1.917 -2.281
C 1.263 2.132 -0.972
N 0.881 0.913 -0.543
H -1.784 1.240 2.303
H -3.125 0.753 1.499
H -2.367 -1.127 0.672
H 0.352 -0.356 2.160
H -0.955 -3.048 0.893
H 0.680 -2.960 1.689
H 1.157 -2.097 -2.034
H 1.682 -0.010 -3.472
H 2.014 2.784 -2.840
H 0.930 3.099 -0.633
H 0.608 0.793 0.423



Short version: Q, P, most stable first.



--- P ---
10
Properties=species:S:1:pos:R:3 method="wB97M-V/def2-TZVPD" lumo_ha="0.15939 / 0.15940" total_charge=-1 gap_ev="6.69 / 6.69"
C 0.166 -0.585 -0.118
C 0.262 0.658 0.639
N -0.300 1.731 0.058
O -0.139 3.030 0.268
F -0.635 0.146 2.243
H 1.134 -0.925 -0.729
H -0.516 -0.379 -0.917
H -0.208 -1.387 0.408
H 1.067 1.090 1.296
H -1.034 1.585 -0.716



--- Q ---
10
Properties=species:S:1:pos:R:3 method="wB97M-V/def2-TZVPD" lumo_ha=0.17032 total_charge=-1 gap_ev=6.24
C -0.507 0.446 0.707
C 1.015 -0.142 -1.046
N 0.831 -1.323 -1.686
O 1.294 -2.506 -1.218
F 0.658 0.919 -1.820
H 0.147 0.948 1.420
H -1.022 -0.455 0.708
H -1.127 1.140 0.296
H 1.744 0.153 -0.296
H -0.096 -1.304 -2.138



Short version: P, Q, most stable first.